[1]
A molecular structure, C37H20N9SeZr. Source: the Open Molecules 2025 dataset; level of theory: ωB97M-V/def2-TZVPD.

Computed properties:
Energy = -4363.2550 hartree
Energy above the lowest of the compared OMol25 structures with the same formula, charge and spin = 68.1 kJ/mol
Charge = +1

Element x y z (Å)
Zr (0.0658, 0.0080, -0.0378)
C (-0.7794, -4.5664, 4.7738)
C (-0.6515, -5.4858, 3.7161)
C (-0.4858, -5.0643, 2.4128)
C (-0.4462, -3.6907, 2.1882)
C (-0.3053, -2.9226, 0.9691)
N (-0.3292, -1.5819, 1.3011)
C (-0.5095, -1.4541, 2.6663)
N (-0.6388, -0.3339, 3.3469)
C (-0.7511, 0.8705, 2.8211)
C (-0.9491, 2.0878, 3.5763)
C (-0.9981, 2.3184, 4.9492)
C (-1.2383, 3.6118, 5.3634)
C (-1.4347, 4.6539, 4.4374)
C (-1.3949, 4.4240, 3.0782)
C (-1.1436, 3.1194, 2.6596)
C (-1.0663, 2.5417, 1.3363)
N (-1.3032, 3.1925, 0.2138)
C (-1.2854, 2.6637, -0.9926)
N (-0.8886, 1.3841, -1.3341)
C (-1.0810, 1.1948, -2.6885)
N (-0.8584, 0.0895, -3.3744)
C (-0.5488, -1.0799, -2.8511)
N (-0.4748, -1.3955, -1.5045)
C (-0.2336, -2.7523, -1.3653)
N (-0.1939, -3.4382, -0.2405)
C (-0.1046, -3.3213, -2.6913)
C (0.1347, -4.6273, -3.1094)
C (0.1768, -4.8569, -4.4698)
C (-0.0192, -3.8158, -5.3946)
C (-0.2617, -2.5219, -4.9798)
C (-0.2989, -2.2898, -3.6078)
C (-1.5986, 2.4266, -3.2465)
C (-1.9612, 2.7688, -4.5464)
C (-2.4463, 4.0444, -4.7507)
C (-2.5733, 4.9596, -3.6895)
C (-2.2174, 4.6202, -2.4004)
C (-1.7245, 3.3347, -2.1961)
N (-0.7915, 1.1907, 1.4738)
C (-0.5726, -2.7810, 3.2373)
C (-0.7437, -3.2052, 4.5520)
H (-0.9094, -4.9394, 5.7811)
H (-0.6853, -6.5449, 3.9348)
H (-0.3898, -5.7658, 1.5954)
H (-0.8511, 1.5127, 5.6554)
H (-1.2802, 3.8350, 6.4213)
H (-1.6229, 5.6540, 4.8050)
H (-1.5497, 5.2192, 2.3617)
H (0.2802, -5.4250, -2.3938)
H (0.3618, -5.8576, -4.8374)
H (0.0197, -4.0394, -6.4525)
H (-0.4175, -1.7184, -5.6866)
H (-1.8639, 2.0599, -5.3573)
H (-2.7374, 4.3520, -5.7464)
H (-2.9596, 5.9495, -3.8931)
H (-2.3132, 5.3191, -1.5806)
H (-0.8419, -2.4939, 5.3607)
Se (2.5326, 0.3373, -0.2225)
C (4.4022, 0.5069, -0.1994)
C (5.0050, 1.3739, 0.6956)
C (6.3901, 1.4576, 0.6562)
N (7.1539, 0.7601, -0.1822)
C (6.5406, -0.0635, -1.0297)
C (5.1642, -0.2340, -1.0865)
H (4.4316, 1.9629, 1.3962)
H (6.9061, 2.1233, 1.3389)
H (7.1780, -0.6232, -1.7049)
H (4.7164, -0.9159, -1.7946)


[2]
A molecular structure, C18H32F2N2O2ScSi2. Source: the Open Molecules 2025 dataset; level of theory: ωB97M-V/def2-TZVPD.

Computed properties:
Energy = -2504.6024 hartree
Energy above the lowest of the compared OMol25 structures with the same formula, charge and spin = 107.9 kJ/mol
Charge = -1

Element x y z (Å)
Sc (-0.1684, 0.1131, -0.1888)
C (3.5412, 1.2902, -1.6086)
Si (2.5616, 0.4329, -0.1373)
C (3.5676, 1.2013, 1.3745)
C (3.3400, -1.3746, -0.1627)
C (4.7259, -1.4986, -0.1664)
C (5.3591, -2.7281, -0.2137)
C (4.5962, -3.8802, -0.2557)
C (3.2179, -3.7744, -0.2438)
C (2.5673, -2.5442, -0.1975)
Si (0.6188, -2.5013, -0.1936)
C (0.1883, -3.7155, -1.6775)
C (0.2420, -3.7408, 1.2850)
H (4.6056, 1.0583, -1.5950)
H (3.4410, 2.3735, -1.5656)
H (3.1417, 0.9689, -2.5667)
H (4.6287, 1.2993, 1.1583)
H (3.4646, 0.5811, 2.2613)
H (3.1983, 2.1915, 1.6305)
H (5.3375, -0.6073, -0.1293)
H (6.4418, -2.7868, -0.2288)
H (5.0743, -4.8530, -0.3019)
H (2.6332, -4.6845, -0.2832)
H (0.6391, -4.7017, -1.5735)
H (0.5197, -3.3020, -2.6274)
H (-0.8901, -3.8567, -1.7438)
H (0.7761, -4.6837, 1.1818)
H (-0.8198, -3.9740, 1.3584)
H (0.5389, -3.3014, 2.2340)
O (-2.0687, 0.4680, -1.6825)
C (-1.2006, 0.8039, -2.4995)
O (0.0134, 0.5772, -2.3832)
H (-1.5404, 1.3472, -3.4205)
C (-6.2577, -1.0537, 1.8964)
C (-5.2797, -2.2129, 2.1081)
N (-4.1268, -2.1533, 1.2439)
C (-4.1846, -2.8760, -0.0117)
C (-4.7283, -2.0724, -1.1965)
C (-3.0560, -1.3290, 1.5033)
C (-2.8949, -0.8153, 2.9052)
N (-2.1571, -1.0364, 0.6534)
H (-7.0431, -1.0884, 2.6493)
H (-6.7143, -1.1100, 0.9120)
H (-5.7381, -0.1026, 1.9720)
H (-5.7961, -3.1578, 1.9142)
H (-4.9567, -2.2244, 3.1517)
H (-4.8144, -3.7611, 0.1370)
H (-3.1725, -3.2331, -0.2387)
H (-5.7798, -1.8342, -1.0537)
H (-4.6302, -2.6624, -2.1062)
H (-4.1762, -1.1446, -1.3238)
H (-2.7941, -1.6436, 3.6053)
H (-3.7289, -0.1883, 3.2089)
H (-1.9891, -0.2212, 2.9290)
H (-2.3533, -1.3916, -0.2814)
F (-0.4551, 2.2373, 0.0539)
C (-1.2873, 1.7825, 1.1754)
F (-0.2650, 0.9450, 1.8509)
H (-1.2906, 2.6819, 1.8367)


[3]
2 unconnected molecules or ions with the total composition C4H6N2O. Source: the Open Molecules 2025 dataset; level of theory: ωB97M-V/def2-TZVPD.

Computed properties:
Energy = -340.6086 hartree
Energy above the lowest of the compared OMol25 structures with the same formula, charge and spin = 489.2 kJ/mol

Element x y z (Å)
C (-1.6877, -0.4752, -1.3087)
O (-1.0661, -0.8085, -0.1899)
C (0.1753, -0.2278, -0.0644)
C (0.6296, 0.9807, -0.4846)
N (1.9733, 1.0755, -0.2213)
C (2.3014, -0.0499, 0.3574)
N (1.2318, -0.8919, 0.4971)
H (-2.5876, 0.9473, 0.6240)
H (-2.8325, 0.7223, 1.2866)
H (-2.7025, -0.9025, -1.1433)
H (0.0512, 1.7485, -0.9765)
H (3.2995, -0.3294, 0.6665)
H (1.2144, -1.7891, 0.9571)


[4]
A molecular structure, C25H44AlBeClF11GaMgNO11S. Source: the Open Molecules 2025 dataset; level of theory: ωB97M-V/def2-TZVPD.

Computed properties:
Energy = -6199.1850 hartree
Energy above the lowest of the compared OMol25 structures with the same formula, charge and spin = 0.0 kJ/mol
Charge = -1

Element x y z (Å)
C (5.2300, -4.0110, 1.2844)
C (4.1961, -4.2784, 2.4025)
C (2.9028, -4.8511, 1.7395)
C (3.8995, -3.0354, 3.2824)
C (5.0497, -1.9779, 3.3035)
Ga (4.7532, -0.5520, 1.9249)
C (5.9647, -0.7012, 0.2695)
C (7.4057, -1.1945, 0.5412)
C (8.2448, -1.0116, -0.6994)
F (8.3777, 0.2497, -1.2877)
C (8.9092, -1.9723, -1.3161)
F (9.8765, -1.7523, -2.1845)
F (8.6662, -3.2448, -1.1120)
C (2.7769, -0.5307, 1.4029)
C (2.5931, -1.7352, 0.4333)
C (1.4483, -1.5535, -0.4477)
F (1.1809, -0.3599, -0.8724)
C (0.6150, -2.6346, -0.8333)
F (0.9830, -3.5360, -1.8616)
F (-0.5517, -2.8434, -0.1448)
H (6.2239, -3.9228, 1.7335)
H (4.9667, -3.1052, 0.7424)
H (5.2188, -4.8575, 0.5991)
H (4.5977, -5.0627, 3.0526)
H (2.7006, -5.8904, 1.9992)
H (2.0560, -4.2076, 1.9916)
H (3.0218, -4.7746, 0.6442)
H (2.9351, -2.5820, 3.0548)
H (3.8325, -3.3768, 4.3087)
H (4.9647, -1.4932, 4.2828)
H (6.0509, -2.4130, 3.2904)
H (5.1200, 0.9784, 2.6626)
H (6.0397, 0.3074, -0.1446)
H (5.5452, -1.3274, -0.5375)
H (7.8475, -0.5500, 1.3056)
H (7.4250, -2.2448, 0.8144)
H (2.5752, 0.4075, 0.8873)
H (2.1322, -0.6388, 2.2713)
H (3.4758, -1.9703, -0.1951)
H (2.4157, -2.6384, 1.0096)
O (1.8533, -4.3377, 4.4543)
H (1.7765, -5.1703, 4.9324)
H (0.9770, -3.9433, 4.5284)
Al (-0.7577, -2.6705, -2.5558)
C (-0.7529, 2.2207, 1.5561)
F (-0.5554, 1.0089, 0.9803)
F (-0.4978, 3.1357, 0.6054)
F (-2.0688, 2.3025, 1.8192)
S (0.2888, 2.4599, 3.0674)
O (1.6576, 2.3317, 2.6036)
O (-0.1137, 1.3972, 3.9605)
O (-0.0453, 3.7755, 3.5528)
F (6.0521, 0.8446, 4.2422)
C (-3.1942, 0.3440, -1.2920)
C (-4.5705, -0.2569, -1.6539)
C (-5.4880, -0.1932, -0.4241)
C (-5.9700, 1.2087, -0.0346)
C (-6.0581, 2.1737, -1.2258)
C (-6.2059, 1.4955, -2.5950)
N (-5.0811, 0.5603, -2.7770)
O (-5.0798, -0.0183, -3.8907)
C (-6.0931, 2.6063, -3.6418)
C (-7.5867, 0.8496, -2.7170)
C (-4.3593, -1.7307, -1.9757)
H (-2.5110, 0.2840, -2.1421)
H (-2.7390, -0.1947, -0.4587)
H (-3.2666, 1.3927, -1.0024)
H (-6.3636, -0.8234, -0.6015)
H (-4.9804, -0.6441, 0.4293)
H (-6.9455, 1.1223, 0.4472)
H (-5.3054, 1.6344, 0.7180)
H (-6.8793, 2.8727, -1.0665)
H (-5.1548, 2.7894, -1.2348)
H (-5.1020, 3.0598, -3.6275)
H (-6.8170, 3.3961, -3.4398)
H (-6.2801, 2.2376, -4.6512)
H (-8.3576, 1.6080, -2.5807)
H (-7.7599, 0.0701, -1.9748)
H (-7.7334, 0.4077, -3.7035)
H (-3.9354, -2.2389, -1.1091)
H (-3.6644, -1.8709, -2.8021)
H (-5.2956, -2.2330, -2.2253)
Mg (6.3898, 1.0375, -1.9449)
F (3.2984, -4.5978, -1.2829)
O (1.3508, 4.6120, 6.2559)
Cl (0.2085, 5.3434, 6.6906)
O (0.2524, 5.5767, 8.0978)
O (-1.0000, 4.7275, 6.3108)
O (0.2683, 6.7048, 5.9934)
Be (1.7108, 7.2767, 5.5367)
O (-5.1029, 5.2254, -5.3681)
C (-5.8777, 4.9012, -6.2659)
C (-4.8966, 4.3230, -7.6983)
O (-5.7111, 4.0450, -8.5708)
H (-6.5287, 5.6932, -6.6789)
H (-6.5827, 4.0750, -6.0617)
H (-4.2863, 3.5189, -7.2476)
H (-4.1953, 5.1621, -7.8568)


For the records above, the corresponding HOMO-LUMO gap values read 0.1657, 0.2392, 0.3355, 0.0400 Eh.
For the records above, the corresponding LUMO energy values read -0.17993, 0.09619, 0.00400, -0.08678 hartree.
For the records above, the corresponding HOMO values read -0.3456, -0.1430, -0.3315, -0.1268 Ha.